Density functional theory data (wB97M-V/def2-TZVPD) for a cluster of 7 separate species, C7H28N14O7 in total in a non-equilibrium geometry.

XYZ file:
```
56
Properties=species:S:1:pos:R:3:forces:R:3:lowdin_charge:R:1
N -2.279 -22.188 -18.141 -1.9 -0.8 2.6 0.153
C -1.461 -21.775 -19.081 2.6 3.7 3.1 -0.779
N -1.617 -22.405 -20.184 0.0 -1.5 -3.7 0.171
O -0.638 -20.866 -18.834 -0.7 -0.7 -1.0 -0.019
H -2.188 -21.769 -17.226 -0.1 -0.3 -0.2 0.121
H -2.878 -22.986 -18.293 0.0 0.3 0.5 0.106
H -2.248 -23.191 -20.128 0.4 0.1 -1.2 0.117
H -1.072 -22.067 -20.965 -0.3 -0.7 -0.1 0.130
N -1.381 -17.750 -12.120 -0.5 0.9 2.5 0.159
C -1.546 -18.656 -13.042 1.6 -4.6 -2.4 -0.736
N -1.370 -18.130 -14.263 -0.5 1.5 -1.9 0.136
O -1.558 -19.895 -12.913 -0.5 1.5 0.8 0.000
H -1.411 -16.787 -12.420 0.2 -0.2 1.1 0.112
H -1.353 -18.165 -11.199 -0.1 1.1 0.2 0.127
H -1.308 -18.692 -15.100 -0.3 0.1 0.4 0.111
H -1.619 -17.153 -14.319 0.2 -0.2 -0.9 0.091
N -8.377 -18.771 -12.436 -2.0 -0.1 1.9 0.148
C -7.542 -19.431 -13.237 0.7 -4.3 2.9 -0.760
N -6.943 -18.653 -14.047 2.3 3.0 -4.1 0.161
O -7.200 -20.628 -13.089 -1.4 1.3 -0.3 -0.008
H -8.827 -19.342 -11.734 0.0 0.4 -0.1 0.113
H -8.621 -17.798 -12.548 0.0 -0.5 0.1 0.103
H -7.140 -17.663 -14.018 0.3 -0.3 -0.6 0.114
H -6.428 -19.081 -14.804 0.1 0.4 0.2 0.129
N -12.725 -17.350 -24.190 -3.7 0.3 0.8 0.174
C -11.444 -17.414 -24.333 3.2 -2.4 -2.8 -0.802
N -10.709 -16.807 -23.426 1.3 2.1 3.2 0.146
O -10.885 -18.039 -25.220 -0.2 -0.3 -1.2 0.029
H -13.029 -16.924 -23.327 -0.7 -0.3 -0.4 0.111
H -13.241 -18.079 -24.663 -0.2 0.3 0.3 0.129
H -9.710 -16.928 -23.508 -0.2 -0.2 0.0 0.116
H -11.085 -16.951 -22.499 0.5 0.4 0.3 0.101
N -9.065 -14.171 -18.914 -1.0 -0.7 -4.7 0.150
C -8.646 -13.924 -17.706 4.1 -1.3 0.9 -0.778
N -9.598 -13.331 -17.052 -2.1 1.9 3.0 0.156
O -7.529 -14.237 -17.288 -0.7 -0.1 0.4 0.013
H -9.764 -13.515 -19.230 0.0 -0.6 -0.6 0.102
H -8.469 -14.549 -19.637 0.2 0.3 0.4 0.122
H -9.499 -13.237 -16.051 -0.2 0.5 -0.4 0.125
H -10.303 -12.876 -17.613 -0.2 0.0 1.1 0.111
N -10.757 -12.613 -25.418 -1.7 -2.2 1.9 0.145
C -9.605 -12.006 -25.646 -0.9 1.0 -2.9 -0.748
N -8.512 -12.772 -25.510 1.0 0.1 0.6 0.158
O -9.656 -10.947 -26.246 1.2 1.2 0.2 0.016
H -11.648 -12.207 -25.667 0.5 0.0 0.2 0.118
H -10.696 -13.483 -24.909 -0.8 0.0 -0.2 0.091
H -7.669 -12.306 -25.815 0.1 -0.5 0.4 0.115
H -8.551 -13.610 -24.948 0.6 0.3 -0.3 0.101
N -3.414 -17.611 -21.742 7.0 -6.5 -5.0 0.161
C -4.282 -16.866 -21.267 -3.9 3.1 -2.1 -0.855
N -3.965 -16.680 -20.044 -0.6 2.3 6.3 0.165
O -5.157 -16.365 -21.949 -1.9 0.4 0.2 0.029
H -2.621 -17.865 -21.171 -0.3 -0.5 -0.5 0.118
H -3.448 -18.086 -22.632 -0.3 0.7 0.0 0.136
H -4.680 -16.322 -19.428 0.7 0.3 0.2 0.128
H -3.015 -16.904 -19.782 -0.8 0.3 0.9 0.118
```
Forces are in eV/Å.

## Properties
molar mass: 420.392 g/mol
energy: -1576.8866 Ha
ΔE to the lowest compared entry with this formula, charge and spin: 136.9 kcal/mol
E_LUMO: -0.1 eV
SMILES string: NC(N)=O.NC(N)=O.NC(N)=O.NC(N)=O.NC(N)=O.NC(N)=O.NC(N)=O
HOMO-LUMO gap: 9.55 eV

Density functional theory data (wB97M-V/def2-TZVPD) for the ion C18H29N6O4 with charge +1 in a non-equilibrium geometry.

XYZ file:
```
57
Properties=species:S:1:pos:R:3:forces:R:3:lowdin_charge:R:1
C 5.743 0.554 2.391 -0.7 -3.0 -1.5 -0.012
N 4.276 0.410 2.104 0.7 2.7 0.7 0.031
C 3.600 -0.642 1.713 1.6 -2.3 0.2 -0.460
O 4.145 -1.759 1.747 -1.5 0.7 -0.5 0.037
C 2.156 -0.455 1.199 1.2 -1.2 -4.8 -0.205
C 1.319 -1.631 1.576 -2.3 -0.3 1.2 -0.098
C -0.044 -1.755 0.803 0.2 -0.5 1.5 -0.188
C -1.168 -1.188 1.410 -0.5 1.3 0.7 -0.058
C -2.479 -1.332 0.930 0.9 -1.0 -2.3 0.007
C -2.643 -2.181 -0.218 -0.3 1.5 1.7 -0.325
O -3.887 -2.301 -0.813 -0.1 -0.2 0.2 0.006
C -1.537 -2.770 -0.769 -0.2 -1.5 -1.2 -0.084
C -0.258 -2.612 -0.301 2.1 0.2 0.9 -0.027
N 1.590 0.853 1.234 0.4 1.0 4.2 0.133
C 1.101 1.622 0.312 -2.8 0.6 -1.3 -0.412
O 0.762 1.209 -0.792 0.3 0.3 -0.9 0.024
C 0.589 3.066 0.715 -0.2 -0.4 -1.0 -0.204
C -0.899 3.202 1.183 0.6 -2.4 0.4 -0.095
C -1.945 2.309 0.438 -0.7 1.8 0.3 -0.146
C -2.157 2.602 -1.038 -0.4 2.6 -0.9 -0.161
N -2.874 1.631 -1.867 -1.6 2.3 0.9 0.126
C -2.485 0.492 -2.329 -1.0 -1.8 -0.5 -0.515
N -1.332 -0.044 -2.276 3.4 3.9 3.9 0.270
N -3.375 -0.287 -2.942 -1.1 -2.5 -1.5 0.175
N 1.375 3.752 1.671 -1.6 0.1 2.6 0.053
C 2.686 3.918 1.602 4.1 0.7 -1.0 -0.498
C 3.125 5.344 1.884 1.4 -1.1 2.1 0.012
O 3.565 3.106 1.225 -2.5 1.0 0.4 0.036
H 5.959 0.215 3.408 0.0 0.9 0.1 0.082
H 6.122 1.523 2.035 -0.3 -0.4 0.5 0.089
H 6.203 -0.302 1.796 -0.3 1.3 0.4 0.104
H 3.763 1.267 2.103 0.1 0.7 -0.3 0.070
H 2.216 -0.593 0.009 0.5 0.2 2.3 0.211
H 1.782 -2.567 1.428 1.4 -0.7 -0.8 0.100
H 1.263 -1.702 2.700 -0.9 0.5 -0.9 0.151
H -1.024 -0.530 2.319 -0.1 -0.8 -1.1 0.135
H -3.284 -0.691 1.229 -0.4 -0.2 0.6 0.109
H -4.095 -3.224 -1.041 0.3 0.4 0.2 0.124
H -1.718 -3.459 -1.601 0.2 0.2 0.1 0.126
H 0.620 -3.192 -0.733 -1.3 0.9 0.5 0.151
H 1.556 1.380 2.113 0.5 -0.7 0.0 0.168
H 0.746 3.668 -0.181 -0.4 -0.5 -0.6 0.159
H -1.181 4.216 1.153 -0.2 1.4 -0.3 0.100
H -0.885 2.949 2.295 -0.3 -0.1 -1.3 0.144
H -1.520 1.340 0.404 -0.3 -1.5 0.9 0.062
H -2.923 2.501 0.943 0.8 -1.1 0.0 0.137
H -1.227 2.788 -1.460 2.3 -0.6 -1.0 0.086
H -2.510 3.654 -1.294 -0.7 -1.4 0.7 0.162
H -3.743 1.888 -2.337 0.2 0.4 0.9 0.174
H -0.601 0.334 -1.628 -0.1 -0.4 -1.1 0.117
H -1.194 -0.782 -2.830 1.1 -3.5 -1.9 0.083
H -4.351 -0.218 -2.653 0.5 -0.2 -0.3 0.131
H -3.020 -1.289 -3.135 -1.4 2.5 0.5 0.165
H 0.898 4.404 2.335 0.5 -0.8 -1.3 0.171
H 3.301 5.867 0.960 -0.2 0.3 -0.3 0.091
H 4.095 5.223 2.415 -0.4 0.4 -0.6 0.101
H 2.494 5.854 2.611 -0.3 0.3 -0.5 0.079
```
Forces are in eV/Å.

## Properties
molar mass: 393.468 g/mol
energy: -1332.5697 Ha
ΔE to the lowest compared entry with this formula, charge and spin: 73.8 kcal/mol
E_LUMO: -2.3 eV
SMILES string: CNC(=O)[C@@H](Cc1ccc(O)cc1)NC(=O)[C@@H](CCCNC(N)=[NH2+])NC(C)=O
total charge: +1
HOMO-LUMO gap: 9.16 eV

Density functional theory data (wB97M-V/def2-TZVPD) for a cluster of 2 separate species, C3H8N2O2 in total in a non-equilibrium geometry.

XYZ file:
```
15
Properties=species:S:1:pos:R:3:forces:R:3:lowdin_charge:R:1
C -1.602 0.526 0.984 1.1 0.3 -0.5 -0.036
N -0.230 0.636 0.424 0.0 0.3 1.1 -0.011
C 0.801 0.303 1.142 -0.7 -0.9 -0.9 -0.177
N 1.947 -0.121 0.583 -0.8 0.9 0.5 0.152
H -2.109 -0.263 0.399 0.1 0.6 0.3 0.088
H -2.020 1.525 0.913 -0.7 -0.2 -0.2 0.078
H -1.554 0.258 2.042 0.0 -0.1 -0.1 0.077
H -0.026 0.698 -0.664 -0.1 -0.8 0.5 0.085
H 0.682 0.222 2.235 0.2 0.0 -0.6 0.149
H 2.026 -0.161 -0.445 -0.1 0.0 0.6 0.112
H 2.636 -0.398 1.246 0.7 -0.2 -0.3 0.098
O -0.913 -1.450 -1.457 1.4 1.3 -1.5 -0.092
C -0.138 -0.812 -2.232 -1.1 -0.8 1.8 -0.474
O 0.605 0.192 -1.874 -0.4 -0.7 -1.1 -0.166
H -0.107 -1.156 -3.296 0.3 0.4 0.4 0.116
```
Forces are in eV/Å.

## Properties
molar mass: 104.109 g/mol
energy: -379.0911 Ha
ΔE to the lowest compared entry with this formula, charge and spin: 31.3 kcal/mol
E_LUMO: 0.5 eV
HOMO-LUMO gap: 9.38 eV

Density functional theory data (wB97M-V/def2-TZVPD) for a cluster of 2 separate species, C4H13N3O in total in a non-equilibrium geometry.

XYZ file:
```
21
Properties=species:S:1:pos:R:3:forces:R:3:lowdin_charge:R:1
C 0.166 2.431 0.512 -0.6 -0.1 -0.2 -0.262
C 1.507 -0.540 -0.378 1.0 0.6 -0.2 -0.033
N 0.686 2.108 -0.774 0.3 0.8 -0.8 -0.272
N -0.418 1.663 -1.631 -0.1 -0.3 0.4 0.036
H -0.102 1.794 -2.595 -0.2 0.0 0.3 0.139
H -1.276 2.221 -1.477 0.3 -0.2 -0.2 0.134
H -0.250 1.564 1.073 0.0 0.1 0.1 0.055
H -0.638 3.196 0.464 0.0 0.0 0.2 0.057
H 2.245 -0.759 0.388 0.0 -0.2 0.1 0.087
H 1.349 0.596 -0.490 -0.1 -0.6 0.2 0.044
H 1.859 -0.889 -1.348 -0.1 -0.2 0.0 0.098
H 0.990 2.845 1.090 0.0 0.0 0.1 0.065
C -1.256 -2.553 1.232 0.2 0.2 -0.3 -0.047
C 0.076 -1.956 0.920 -0.5 -0.1 0.1 -0.093
O -0.705 -0.904 -0.920 -0.4 0.0 -0.3 -0.138
N 0.248 -1.171 -0.088 -0.2 -0.7 0.5 -0.300
H -0.632 0.617 -1.463 0.0 0.7 -0.1 0.081
H 0.922 -2.164 1.553 0.2 0.1 -0.1 0.122
H -1.144 -3.600 1.487 0.0 -0.2 0.1 0.073
H -1.904 -2.453 0.367 -0.1 0.0 0.0 0.069
H -1.722 -2.046 2.078 0.0 0.0 0.1 0.083
```
Forces are in eV/Å.

## Properties
molar mass: 119.168 g/mol
energy: -399.5331 Ha
ΔE to the lowest compared entry with this formula, charge and spin: 134.4 kcal/mol
E_LUMO: 0.9 eV
HOMO-LUMO gap: 7.49 eV

Density functional theory data (wB97M-V/def2-TZVPD) for a structure of composition C14H21N5O in a non-equilibrium geometry.

XYZ file:
```
41
Properties=species:S:1:pos:R:3:forces:R:3:lowdin_charge:R:1
C -1.703 -2.299 -1.291 0.2 -1.1 -3.3 -0.177
N -1.897 -1.291 -0.401 -4.3 4.1 2.0 -0.226
C -1.619 -1.634 0.930 -7.4 -3.3 1.6 -0.223
C -0.297 -1.440 1.220 2.3 -1.4 -3.1 -0.394
N 0.721 -1.946 0.420 -0.9 4.7 6.9 0.245
C 1.657 -1.179 1.232 2.2 -0.5 -1.5 -0.231
N 1.215 -0.500 2.355 5.1 -0.8 -4.2 0.116
O -0.067 -0.553 2.122 -3.0 -1.0 1.8 0.015
C 3.044 -1.082 0.560 1.1 -1.4 6.1 -0.147
C 3.279 0.012 -0.320 -1.3 3.4 -2.7 -0.313
C 2.367 0.258 -1.550 1.9 -11.3 3.0 -0.065
C 3.805 -0.035 -1.740 -0.7 -5.0 2.7 -0.112
H 4.540 0.492 -2.134 2.6 3.9 -1.3 0.045
H 4.309 -1.025 -1.845 -1.5 -0.2 -0.6 0.118
H 1.982 0.973 -2.027 -3.1 6.1 -2.6 -0.003
H 1.724 -0.831 -1.622 1.4 3.4 -0.3 0.171
H 3.416 0.846 0.240 0.8 2.9 1.2 0.088
H 3.772 -1.067 1.557 -1.2 0.3 -2.6 0.176
H 3.359 -1.943 0.068 -0.2 -2.2 -0.6 0.087
H -1.986 -2.758 1.205 1.2 1.6 -0.8 0.181
H -2.438 -1.183 1.583 1.9 0.3 -0.2 0.147
C -3.433 -0.509 -0.433 4.8 -2.2 -4.7 -0.041
C -3.331 0.877 0.174 -0.7 -2.2 0.9 -0.197
C -2.047 1.466 0.210 -2.9 -0.8 -12.4 -0.204
C -1.210 2.040 0.840 2.7 1.8 18.0 -0.255
N 0.026 2.356 0.545 -1.8 -1.3 -1.7 -0.153
N -0.029 2.022 -0.769 8.6 3.5 -1.5 0.076
C -1.155 1.817 -1.130 -6.9 -3.9 1.6 -0.056
H -1.494 1.413 -2.014 0.0 -0.4 -2.3 0.084
C 1.103 2.827 1.335 -0.2 5.4 -4.7 -0.022
H 0.777 3.820 1.837 0.7 -1.9 -0.4 0.121
H 1.764 3.176 0.401 -0.5 -0.7 2.5 0.141
H 1.547 2.135 1.917 1.4 -2.2 2.1 0.014
H -1.412 1.763 2.116 0.8 1.7 -2.8 0.205
H -4.119 1.324 -0.350 -0.9 1.8 -0.5 0.104
H -3.556 0.856 1.207 -1.2 -0.4 1.4 0.105
H -3.392 -0.436 -1.835 -1.0 -0.2 4.5 0.198
H -4.179 -1.186 0.015 0.1 0.3 -0.6 0.102
H -2.461 -3.114 -1.305 0.2 -0.1 0.5 0.081
H -1.927 -1.737 -2.277 1.3 -1.5 0.6 0.094
H -0.657 -2.724 -1.045 -1.6 0.6 -1.4 0.105
```
Forces are in eV/Å.

## Properties
molar mass: 275.356 g/mol
energy: -894.5297 Ha
ΔE to the lowest compared entry with this formula, charge and spin: 382.9 kcal/mol
E_LUMO: 0.8 eV
HOMO-LUMO gap: 9.20 eV